Here is a 3-piece molecular cluster, C13H31ClNO4 overall from OMol25. Energies are from ωB97M-V/def2-TZVPD.

```
50
Properties=species:S:1:pos:R:3:forces:R:3:nbo_charge:R:1
Cl 4.520 -2.755 1.595 0.093 0.005 -0.353 0.233
N 3.144 -2.791 0.506 0.086 -0.202 0.819 -0.333
C 2.490 -4.143 0.603 -0.227 -0.789 -0.440 -0.234
C 1.080 -4.162 0.051 -0.221 0.630 -0.201 -0.422
C 0.244 -3.003 0.565 0.662 0.180 0.100 -0.397
C 0.934 -1.710 0.116 -0.441 -1.321 0.050 -0.426
C 2.262 -1.630 0.835 -0.649 1.111 -0.587 -0.236
H 3.534 -2.676 -0.431 -0.047 0.067 -0.019 0.448
H 2.524 -4.498 1.624 0.035 0.397 0.372 0.241
H 3.099 -4.823 0.018 0.345 -0.030 0.017 0.239
H 0.628 -5.112 0.304 0.063 -0.328 -0.007 0.256
H 1.118 -4.069 -1.033 -0.019 -0.281 -0.241 0.211
H 0.275 -3.020 1.654 -0.507 -0.055 0.223 0.202
H -0.771 -3.068 0.200 -0.223 0.005 0.049 0.245
H 1.073 -1.807 -0.959 0.040 0.490 -0.279 0.206
H 0.308 -0.858 0.346 0.212 0.413 -0.008 0.273
H 2.079 -1.587 1.899 0.299 -0.215 0.341 0.243
H 2.779 -0.733 0.520 0.408 0.090 0.188 0.242
C -3.958 0.785 -4.236 0.029 0.052 -0.073 -0.256
O -2.588 0.921 -4.584 -0.016 -0.114 0.145 -0.549
C -1.828 1.649 -3.637 0.005 -0.005 -0.247 -0.090
C -1.013 0.732 -2.752 -0.028 0.087 0.216 -0.089
O -1.834 -0.092 -1.933 0.082 -0.067 -0.048 -0.557
C -1.991 -1.402 -2.444 -0.021 -0.006 0.086 -0.251
H -4.388 0.030 -4.891 0.024 0.024 -0.038 0.196
H -4.082 0.468 -3.198 0.003 0.008 0.018 0.174
H -4.487 1.730 -4.392 -0.028 -0.007 0.047 0.177
H -2.476 2.286 -3.027 -0.002 -0.013 0.046 0.180
H -1.144 2.297 -4.193 0.004 0.020 0.036 0.190
H -0.394 1.342 -2.085 -0.007 0.003 -0.017 0.179
H -0.346 0.116 -3.364 -0.012 -0.017 -0.042 0.170
H -1.076 -1.988 -2.274 -0.010 -0.052 -0.097 0.139
H -2.222 -1.402 -3.510 0.027 0.018 -0.013 0.196
H -2.812 -1.875 -1.908 0.012 0.032 0.047 0.196
C -0.830 1.348 2.588 0.034 -0.072 0.006 -0.261
O 0.533 1.546 2.236 -0.055 -0.054 -0.081 -0.571
C 0.729 2.680 1.397 0.166 -0.140 0.000 -0.088
C 1.216 3.885 2.172 -0.130 0.199 0.016 -0.089
O 0.244 4.343 3.093 -0.013 -0.173 0.012 -0.546
C 0.491 3.948 4.432 0.003 0.090 -0.010 -0.255
H -0.858 0.636 3.412 0.029 -0.013 -0.011 0.189
H -1.300 2.278 2.910 0.000 0.009 -0.005 0.196
H -1.390 0.935 1.741 -0.041 0.051 0.002 0.167
H -0.195 2.922 0.865 -0.029 0.022 0.013 0.182
H 1.486 2.410 0.653 -0.010 0.030 -0.006 0.172
H 1.407 4.699 1.466 0.033 -0.021 -0.012 0.192
H 2.156 3.655 2.683 0.010 -0.041 0.005 0.174
H 1.311 4.534 4.860 0.023 -0.048 0.018 0.175
H 0.730 2.884 4.504 0.015 -0.014 -0.009 0.171
H -0.413 4.145 5.004 -0.006 0.045 -0.027 0.198
```
Positions in Å, forces in eV/Å.

Summary:
Total charge   +1
HOMO   -11.43 eV
Orbital gap   7.0 eV
LUMO level   -4.44 eV

---

Here is a 4-piece molecular cluster, C61H64N4O8P overall from OMol25. Energies are from ωB97M-V/def2-TZVPD.

```
138
Properties=species:S:1:pos:R:3:forces:R:3:mulliken_charge:R:1
C 5.540 3.083 1.844 -0.268 -0.416 0.229 -0.997
C 4.077 2.650 2.460 0.632 0.441 0.301 -0.122
C 3.211 4.031 2.754 0.293 -0.963 0.560 -0.676
C 1.648 3.612 3.054 -0.226 0.147 -0.488 -0.561
C 0.748 4.267 1.831 0.872 -0.384 -0.179 -0.319
C 0.954 3.271 0.525 -0.631 1.072 -0.182 0.917
C 0.655 4.172 -0.833 -1.987 -0.960 1.213 -0.994
N 1.148 3.418 -2.045 -0.150 -4.077 0.544 0.411
C 2.665 3.473 -2.319 -0.735 1.855 -0.665 -0.533
C 2.713 2.361 -3.523 1.728 0.736 -0.795 1.439
C 4.141 1.720 -4.008 0.864 -0.601 0.584 -0.943
C 5.437 2.127 -3.089 2.177 4.441 1.149 -0.078
O 5.850 3.361 -2.791 -3.078 -7.320 -1.918 -0.470
C 2.061 2.878 -4.971 -1.839 0.160 0.523 -1.438
C 2.444 4.430 -5.342 -0.189 0.516 -0.976 -0.443
C 4.034 4.690 -5.667 0.377 0.241 0.397 -0.188
C 4.349 6.073 -6.490 -0.356 0.477 -0.482 -0.704
C 4.412 7.425 -5.548 -0.033 0.597 -0.301 -0.210
N 5.811 8.073 -5.621 -0.928 0.020 -0.749 -0.688
N 1.949 1.234 -2.795 -2.286 1.619 1.023 -0.113
P 2.737 0.518 -1.371 -2.995 -2.465 4.591 0.429
O 1.725 0.215 -0.159 2.976 1.300 -4.471 -0.536
C 0.726 1.976 -2.219 -0.090 1.781 0.832 -0.348
N -0.524 1.403 -1.951 2.905 0.820 -1.105 0.060
C -0.839 -0.075 -2.208 -0.605 -1.893 -0.670 -0.436
C -1.196 -0.930 -0.852 -0.415 -0.367 0.315 -0.676
H 6.307 3.142 2.729 -1.393 0.231 -1.884 0.323
H 5.951 2.276 1.093 -0.809 1.603 1.430 0.242
H 5.414 4.118 1.278 0.546 -2.189 1.235 0.247
H 4.212 2.025 3.467 -0.305 1.417 -2.215 0.389
H 3.532 1.932 1.708 0.751 1.513 1.403 -0.033
H 3.657 4.626 3.686 -0.802 -1.420 -2.056 0.381
H 3.351 4.729 1.811 -0.601 -1.360 1.830 0.228
H 1.258 3.924 4.121 0.909 -0.363 -2.235 0.312
H 1.565 2.422 3.022 0.097 2.608 -0.036 0.344
H 1.201 5.323 1.526 -0.962 -2.202 0.844 0.000
H -0.375 4.455 2.114 2.108 -0.658 -0.660 0.305
H 2.044 2.859 0.412 -2.018 0.868 0.626 -0.688
H 0.223 2.331 0.585 1.692 2.109 -0.203 0.079
H 1.064 5.275 -0.766 -0.591 -2.450 -0.423 0.369
H -0.532 4.221 -0.922 2.523 0.267 0.056 0.206
H 3.346 3.349 -1.370 -1.396 -0.394 -1.820 -0.070
H 2.799 4.615 -2.562 0.142 -2.437 -0.181 0.491
H 4.011 0.534 -3.969 0.421 2.511 -0.043 0.393
H 4.403 1.954 -5.146 -0.634 -0.195 2.689 0.421
H 6.101 1.221 -2.687 -1.336 1.798 -0.831 0.299
H 0.872 2.841 -4.872 2.488 0.103 -0.190 0.219
H 2.317 2.128 -5.855 -0.279 1.579 2.071 0.457
H 1.856 4.723 -6.339 1.113 -0.867 2.156 0.477
H 2.017 5.179 -4.517 1.079 -1.715 -1.707 0.118
H 4.475 3.803 -6.298 -0.985 1.599 1.207 0.159
H 4.604 4.738 -4.644 -0.838 -0.221 -1.950 0.105
H 3.507 6.206 -7.322 1.766 -0.244 1.779 0.265
H 5.381 6.023 -7.087 -2.208 -0.182 1.482 0.396
H 3.672 8.274 -5.926 0.945 -2.203 0.915 0.260
H 4.194 7.140 -4.415 0.389 0.682 -2.405 0.160
H 5.737 9.082 -5.355 0.001 -1.295 -0.239 0.257
H 6.133 8.087 -6.623 -0.598 -0.074 1.350 0.236
H 3.812 1.295 -0.808 -0.359 -0.144 -1.023 -0.002
H 3.321 -0.768 -1.746 -0.288 1.368 -0.376 0.158
H -1.337 1.979 -1.581 1.857 -0.699 -0.589 0.389
H 0.045 -0.595 -2.796 -1.711 1.473 1.352 0.210
H -1.790 -0.183 -2.924 2.151 0.814 1.526 0.426
H -0.347 -1.691 -0.558 -1.639 1.841 -0.621 0.218
H -2.187 -1.568 -1.020 2.178 1.457 0.242 0.272
H -1.401 -0.218 0.056 0.521 -1.343 -1.756 0.189
C 1.950 8.697 2.215 -0.288 0.216 0.051 -0.660
C 1.706 7.622 3.068 -0.345 0.116 0.171 -0.118
C 0.578 7.624 3.891 0.278 -0.043 -0.210 -0.624
C -0.303 8.712 3.869 0.582 -0.252 -0.247 0.062
C -0.046 9.799 3.034 0.561 -0.355 -0.222 0.131
C 1.077 9.786 2.196 0.192 -0.246 -0.002 -0.643
C -0.941 10.974 3.039 0.162 1.262 -0.854 0.675
O -0.719 11.927 2.303 -0.096 -0.642 0.428 -0.670
C -2.104 10.987 3.950 -0.491 0.329 0.245 0.190
C -2.928 12.118 4.007 -0.265 0.020 0.188 -0.556
C -4.037 12.133 4.855 0.327 -0.116 -0.208 -0.457
C -4.330 11.019 5.641 0.274 -0.238 -0.089 -0.469
C -3.508 9.892 5.590 -0.175 0.246 0.017 -0.553
C -2.386 9.880 4.750 -0.501 0.248 0.238 0.215
C -1.502 8.698 4.730 -0.439 -1.125 0.944 0.577
O -1.757 7.720 5.423 0.205 0.560 -0.477 -0.678
H 2.823 8.691 1.567 -0.141 0.039 0.121 0.435
H 2.393 6.779 3.092 -0.111 0.145 0.038 0.437
H 0.392 6.779 4.551 -0.117 0.282 -0.094 0.547
H 1.276 10.625 1.531 -0.191 -0.106 0.247 0.468
H -2.708 12.991 3.395 0.080 -0.317 0.080 0.453
H -4.673 13.015 4.902 0.141 -0.166 -0.027 0.398
H -5.198 11.028 6.296 0.178 -0.019 -0.121 0.395
H -3.740 9.028 6.209 0.213 0.144 -0.211 0.450
C -6.806 -2.613 2.343 0.251 -0.191 -0.194 -0.509
C -7.907 -3.463 2.445 0.128 -0.310 -0.167 -0.471
C -7.847 -4.751 1.909 -0.035 0.291 0.131 -0.588
C -6.687 -5.186 1.259 -0.312 0.489 0.295 0.274
C -5.595 -4.328 1.135 -0.268 0.445 0.308 0.271
C -5.650 -3.042 1.688 -0.299 0.082 0.131 -0.533
C -4.384 -4.759 0.407 0.947 0.745 -0.085 0.543
O -3.423 -4.007 0.301 -0.385 -0.251 -0.014 -0.709
C -4.351 -6.105 -0.198 0.327 -0.402 -0.357 0.204
C -3.232 -6.505 -0.940 0.005 -0.326 -0.139 -0.608
C -3.187 -7.782 -1.505 -0.082 0.344 0.180 -0.539
C -4.252 -8.664 -1.322 -0.245 0.196 0.180 -0.434
C -5.371 -8.265 -0.588 0.237 -0.065 -0.160 -0.633
C -5.424 -6.980 -0.033 0.314 -0.476 -0.331 0.337
C -6.626 -6.556 0.711 -1.250 -1.014 0.202 0.545
O -7.565 -7.328 0.868 0.664 0.537 -0.108 -0.674
H -6.849 -1.613 2.768 0.021 -0.190 -0.079 0.394
H -8.812 -3.124 2.944 0.172 -0.088 -0.092 0.393
H -8.709 -5.410 1.998 0.319 0.030 -0.095 0.461
H -4.797 -2.371 1.608 -0.126 -0.293 -0.067 0.475
H -2.395 -5.824 -1.084 -0.288 -0.069 0.156 0.451
H -2.320 -8.089 -2.085 -0.142 0.052 0.125 0.443
H -4.215 -9.661 -1.756 -0.014 0.182 0.098 0.419
H -6.200 -8.957 -0.454 0.108 0.303 0.051 0.482
C 2.744 -14.175 -1.068 -0.277 0.232 0.072 -0.459
C 2.501 -15.250 -0.215 -0.328 0.107 0.164 -0.466
C 1.373 -15.248 0.608 0.268 -0.028 -0.181 -0.539
C 0.492 -14.160 0.586 0.542 -0.256 -0.207 0.162
C 0.749 -13.073 -0.249 0.505 -0.266 -0.228 0.198
C 1.872 -13.086 -1.087 0.198 -0.246 0.021 -0.516
C -0.146 -11.898 -0.244 0.284 1.016 -0.820 0.492
O 0.076 -10.945 -0.980 -0.139 -0.446 0.356 -0.695
C -1.309 -11.885 0.667 -0.517 0.321 0.262 0.213
C -2.133 -10.754 0.724 -0.272 -0.009 0.218 -0.788
C -3.242 -10.739 1.573 0.333 -0.106 -0.211 -0.318
C -3.535 -11.853 2.358 0.275 -0.237 -0.084 -0.645
C -2.713 -12.980 2.307 -0.171 0.259 0.010 -0.551
C -1.591 -12.992 1.467 -0.548 0.305 0.242 0.278
C -0.707 -14.174 1.447 -0.298 -1.286 0.896 0.640
O -0.962 -15.152 2.140 0.163 0.673 -0.461 -0.668
H 3.618 -14.181 -1.716 -0.173 0.017 0.117 0.390
H 3.188 -16.093 -0.191 -0.150 0.149 0.003 0.392
H 1.187 -16.093 1.268 -0.116 0.290 -0.122 0.455
H 2.071 -12.247 -1.751 -0.189 -0.124 0.238 0.438
H -1.913 -9.881 0.112 0.078 -0.308 0.094 0.614
H -3.878 -9.857 1.619 0.121 -0.140 -0.038 0.516
H -4.403 -11.844 3.014 0.172 -0.019 -0.120 0.403
H -2.945 -13.844 2.927 0.216 0.136 -0.220 0.463
```
Positions in Å, forces in eV/Å.

Summary:
Total charge   +1
HOMO   -10.75 eV
Orbital gap   7.0 eV
LUMO level   -3.70 eV

---

Here is C3H6FeO3 as an isolated structure from OMol25. Energies are from ωB97M-V/def2-TZVPD.

```
13
Properties=species:S:1:pos:R:3:forces:R:3:mulliken_spin:R:1
C -1.450 -0.134 -0.780 0.699 -0.248 -0.101 0.021
C -0.248 -0.628 -0.532 -1.919 -1.047 -0.384 0.009
O 0.881 0.224 -0.565 0.890 1.332 -0.164 0.027
C 2.047 -0.251 -0.985 -0.228 -1.244 -0.141 0.014
O 2.813 0.831 -0.875 0.209 1.006 0.211 0.031
Fe 1.440 2.194 -0.190 -0.302 -0.172 0.223 3.888
H -2.299 -0.813 -0.710 0.189 0.211 -0.101 0.000
H -1.629 0.890 -1.109 -0.034 -0.158 0.285 -0.001
H 0.026 -1.669 -0.373 0.012 0.373 0.233 0.003
H 3.745 0.691 -1.102 0.468 -0.134 -0.171 0.005
H -1.514 -1.191 2.510 -0.080 0.424 0.131 0.000
O -1.453 -0.235 2.345 0.176 -0.252 -0.246 0.003
H -2.359 0.089 2.366 -0.079 -0.091 0.226 0.000
```
Positions in Å, forces in eV/Å.

Summary:
Multiplicity   5
Energy above the lowest of the compared OMol25 structures with the same formula, charge and spin   236.8 kJ/mol
Total charge   +2
⟨S²⟩   6.01
HOMO (spin up / spin down)   -17.57 / -17.54 eV
Orbital gap (spin up / spin down)   5.5 / 4.5 eV
LUMO level (spin up / spin down)   -12.02 / -13.05 eV

---

Here is one molecule with the formula C5H9N from OMol25. Energies are from ωB97M-V/def2-TZVPD.

```
15
Properties=species:S:1:pos:R:3:forces:R:3:nbo_charge:R:1
C -1.620 0.981 0.065 -0.048 0.248 0.009 -0.425
C -1.815 -0.497 -0.139 -0.138 -0.192 -0.017 -0.428
C -0.494 0.032 0.330 -0.007 -0.037 0.224 -0.068
N 0.616 0.039 -0.584 -0.154 0.048 -0.008 -0.396
C 1.652 -0.942 -0.315 0.112 -0.263 0.017 -0.260
C 1.869 0.493 -0.003 0.204 0.184 0.105 -0.259
H -1.540 1.599 -0.825 0.045 -0.109 0.129 0.225
H -2.101 1.458 0.913 0.056 -0.085 -0.114 0.213
H -2.445 -1.032 0.569 0.207 0.091 -0.121 0.214
H -1.875 -0.859 -1.160 0.074 0.076 0.103 0.224
H -0.231 -0.148 1.380 -0.085 0.019 -0.183 0.179
H 1.504 -1.614 0.530 -0.006 0.103 -0.116 0.189
H 2.114 -1.397 -1.187 -0.073 0.101 0.121 0.203
H 2.506 1.116 -0.626 -0.148 -0.145 0.021 0.203
H 1.861 0.771 1.051 -0.038 -0.038 -0.169 0.188
```
Positions in Å, forces in eV/Å.

Summary:
SMILES   C1CC1N1CC1
Energy above the lowest of the compared OMol25 structures with the same formula, charge and spin   205.1 kJ/mol
HOMO   -9.28 eV
Orbital gap   10.6 eV
LUMO level   1.33 eV

---

| no. | electronic energy (eV) | largest force on an atom (eV/A) |
| --- | --- | --- |
| 1 | -36176.3014 | 1.41 |
| 2 | -95909.8842 | 8.17 |
| 3 | -43713.5276 | 2.22 |
| 4 | -6818.8690 | 0.29 |